81
Properties=species:S:1:pos:R:3:forces:R:3:mulliken_charge:R:1 method="wB97M-V/def2-TZVPD" homo_lumo_gap_ev=10.041 multiplicity=1 homo_ev=-9.834
C -3.196911 3.263615 -0.190871 -0.6732 -0.2061 0.0734 -1.462
C -1.989866 3.863405 -0.855363 -0.2034 -0.0840 -0.4584 0.473
C -0.663854 3.103834 -0.653200 -0.6696 0.1657 0.0864 0.319
O -0.213379 2.804695 -1.973110 0.2232 0.2916 0.1162 -0.221
C -1.061438 3.321689 -2.888176 -0.1448 -0.0048 0.2807 0.634
O -0.842971 3.355882 -4.055718 -0.0916 -0.1383 -0.0978 -0.557
O -2.183054 3.778654 -2.290291 0.2846 0.1435 0.0259 -0.388
H -4.087866 3.823388 -0.485065 0.0577 -0.0590 -0.0967 0.371
H -3.190382 3.286591 0.900389 0.4195 0.0949 -0.0113 0.369
H -3.336463 2.224998 -0.497738 0.0940 0.0231 -0.0308 0.344
H -1.941650 4.930269 -0.629580 0.3038 -0.0426 0.0991 0.259
H -0.855256 2.172692 -0.123966 0.2879 -0.0593 0.0155 -0.124
H 0.062775 3.734139 -0.142975 0.1866 -0.1776 -0.0136 0.035
C 1.306769 1.513874 6.944679 0.2509 0.5183 0.2679 -1.150
C 1.740244 0.068987 6.927739 -0.5552 0.3303 -0.4127 0.476
C 0.718295 -0.846114 6.225157 -0.0880 -0.1404 0.7733 -0.392
O 1.474364 -1.558133 5.262671 0.1583 -0.0905 -0.0607 -0.292
C 2.745406 -1.096658 5.233584 -0.0441 0.1242 -0.0047 0.686
O 3.583426 -1.494265 4.493031 0.0414 -0.0249 -0.0973 -0.539
O 2.920653 -0.112452 6.137843 0.0786 -0.0677 0.1525 -0.369
H 0.371924 1.592303 7.505239 -0.0645 0.0015 -0.1520 0.389
H 1.185243 1.936386 5.946696 -0.2013 -0.2947 -0.0491 0.063
H 2.022484 2.160603 7.459881 0.0854 -0.2409 0.0573 0.391
H 1.917613 -0.270996 7.947771 0.2789 -0.1147 -0.0623 0.273
H -0.103169 -0.314540 5.747140 0.1324 0.1566 -0.1459 0.255
H 0.302128 -1.545730 6.951960 -0.0737 -0.1120 -0.2084 0.290
O -0.628897 -0.104729 -0.748806 -0.3739 0.3205 -0.1709 -0.521
S 0.053801 -1.232627 -0.167931 0.7923 -0.0013 0.1606 1.162
O 0.389650 -2.349214 -1.015271 -0.3063 -0.1893 -0.1063 -0.701
C 1.547492 -0.643614 0.645483 -0.5011 -0.7636 0.2383 -1.299
C 1.037961 -0.298472 2.032585 0.3314 1.3408 0.1952 0.426
C 0.136337 -1.414072 2.507126 -0.8315 -0.5974 -0.6385 -0.574
C -0.792781 -1.754110 1.321547 -0.6136 -0.0181 -0.1675 -1.085
H 1.948400 0.165223 0.044086 0.1655 0.0204 0.0383 0.581
H 2.188975 -1.524947 0.684801 0.2862 0.2007 -0.1593 0.399
H 1.820014 -0.030871 2.745419 0.1891 -0.4592 -0.0970 0.367
H 0.480603 0.644185 1.968170 -0.2559 -0.1980 -0.0455 -0.339
H -0.494375 -1.096223 3.333078 0.1983 -0.0880 0.2230 0.158
H 0.672311 -2.323351 2.771011 0.2517 0.1902 0.2314 0.325
H -1.740853 -1.214171 1.348372 0.1551 0.2074 -0.0408 0.433
H -1.078459 -2.794929 1.172601 0.3203 -0.0851 0.2171 0.485
O 3.999895 -0.279752 -4.065690 0.0771 -0.1048 0.2077 -0.697
S 2.755225 -0.915038 -4.421855 -0.3985 0.1028 -0.3722 1.146
O 2.508299 -2.292769 -4.076887 0.1365 -0.0564 -0.0704 -0.614
C 1.357769 0.076671 -3.867271 -0.3680 -0.2252 -0.3963 0.208
C 0.609219 0.544217 -5.135282 0.4180 0.4485 0.1656 -0.668
C 0.963417 -0.398417 -6.285562 -0.0037 -0.2417 -0.8528 -0.659
C 2.462675 -0.643123 -6.181112 -0.0378 0.4676 0.9589 -0.753
H 1.775725 0.885059 -3.276399 -0.2392 0.0426 0.1569 0.379
H 0.699731 -0.580828 -3.302896 0.2850 0.0127 0.3574 -0.384
H -0.460956 0.620362 -4.960437 -0.0198 -0.1201 0.0461 0.369
H 0.937192 1.560554 -5.368518 -0.0143 -0.0906 -0.1216 0.279
H 0.785227 0.055681 -7.265004 -0.1927 0.1530 0.1768 0.349
H 0.362377 -1.310294 -6.293010 0.2001 -0.1226 0.3167 0.280
H 2.938774 0.331569 -6.317156 0.2715 -0.2094 -0.3536 0.325
H 2.950511 -1.429293 -6.745686 -0.1701 -0.0540 -0.1610 0.453
O -5.110346 -3.428255 -2.420779 -0.3849 -0.0395 -0.2050 -0.672
S -3.860925 -3.447887 -1.714499 0.4220 -0.0789 0.3648 1.052
O -3.782273 -2.847818 -0.406590 0.0902 0.1887 0.0968 -0.635
C -3.245745 -5.114846 -1.669105 0.3596 -0.0496 0.7154 -0.674
C -2.918039 -5.373529 -3.119971 -0.5362 -0.1667 -0.3272 -0.685
C -2.154505 -4.132801 -3.609837 0.6557 0.2087 -0.0819 -0.716
C -2.575012 -2.893059 -2.810426 -0.4157 0.4153 -0.2058 0.503
H -3.968252 -5.730613 -1.136357 -0.1446 -0.1618 -0.3875 0.479
H -2.338789 -5.090173 -1.055820 -0.0278 0.1138 -0.0260 0.257
H -2.349394 -6.282392 -3.298857 0.0529 -0.0400 0.1632 0.392
H -3.869596 -5.470545 -3.649277 0.1249 -0.0117 -0.1332 0.307
H -2.274041 -3.980013 -4.680360 -0.1416 -0.0193 0.0067 0.282
H -1.081056 -4.241944 -3.439335 -0.0482 -0.2491 -0.0184 0.362
H -3.005384 -2.102746 -3.424871 -0.0041 -0.0014 0.0383 0.489
H -1.779861 -2.478618 -2.201491 0.1519 -0.0272 0.0338 -0.697
C 2.583631 3.105550 2.256459 -0.1340 -0.4893 -0.1426 -0.886
C 1.406168 3.404408 3.147166 0.0535 0.4769 0.1185 0.920
C 1.063964 4.878797 3.349738 0.1348 -0.5192 -0.8170 -1.302
O 0.771282 2.531810 3.691571 -0.0940 -0.0689 0.0303 -0.600
H 2.650896 2.035630 2.062212 -0.0054 0.0202 0.1350 0.075
H 3.508549 3.418642 2.742190 0.0107 0.2000 -0.0850 0.409
H 2.473408 3.609308 1.295736 0.1520 0.2016 0.0747 0.299
H 1.647439 5.275196 4.178494 -0.1604 0.0360 0.1616 0.372
H -0.009138 4.976297 3.487007 0.0297 0.0848 0.3821 0.334
H 1.346721 5.429824 2.449761 0.0336 0.1025 0.1258 0.369



89
Properties=species:S:1:pos:R:3:forces:R:3:mulliken_spin:R:1 method="wB97M-V/def2-TZVPD" homo_lumo_gap_ev="3.892 / 5.661" multiplicity=6 charge=+2 homo_ev="-10.737 / -12.321"
C -2.782411 1.832151 1.504820 0.1987 -0.2749 -0.3732 0.130
C -1.592417 2.567715 1.305977 -0.5662 0.7256 1.0857 -0.004
C -1.696352 3.883916 0.830876 0.1992 0.0407 -0.3239 0.106
C -2.925172 4.400228 0.443245 -0.2151 0.0543 -0.0787 -0.057
C -4.096730 3.661108 0.595082 0.2354 -0.3133 -0.0305 0.099
C -4.003342 2.368907 1.127555 -0.2858 0.1319 -0.2409 -0.051
P -0.008111 1.906060 1.811420 -0.2789 -0.0674 -0.1804 0.016
C 1.342599 3.055872 1.984697 -0.4692 0.9434 -0.1490 -0.060
C 1.883125 3.656108 0.836719 0.0075 -0.0810 0.2538 0.057
C 3.025695 4.426487 0.955181 0.2253 0.2466 -0.1733 0.007
C 3.597914 4.668846 2.205923 -0.1842 -0.1561 -0.1953 -0.002
C 2.977373 4.167361 3.347200 0.3519 0.2461 0.2046 0.002
C 1.845419 3.374037 3.251425 -0.0707 -0.2102 -0.2368 -0.023
Dy 0.846668 0.554511 -0.735209 -0.1129 2.2418 -0.5285 4.297
P -1.470750 -1.125740 -1.979300 0.7783 -1.2925 0.9272 0.212
C -1.877758 0.523703 -2.533767 -0.0821 0.2419 0.4389 -0.026
C -3.199805 0.952020 -2.324995 0.4802 -0.2272 -0.4282 -0.011
C -3.529019 2.267224 -2.620212 -0.2881 -0.1051 0.1932 -0.008
C -2.546789 3.161233 -3.033588 -0.4571 0.2741 0.1488 0.003
C -1.234600 2.752516 -3.202067 0.9097 -0.1829 0.1853 -0.038
C -0.848354 1.436386 -2.916309 -0.7729 -0.3980 -0.7756 -0.015
C -0.614876 -2.154153 -3.154763 -0.2415 -0.0780 -0.5738 -0.051
C -0.187612 -3.453443 -2.796276 -0.4343 0.3260 0.1252 -0.003
C 0.464595 -4.230620 -3.744274 0.0510 0.0723 0.0582 0.001
C 0.643565 -3.744804 -5.044349 0.0153 0.3621 0.2194 -0.003
C 0.165527 -2.485228 -5.410073 0.0029 0.1536 -0.0987 0.001
C -0.475882 -1.684762 -4.475276 -0.1066 0.0564 0.5604 -0.005
C -2.608163 -2.043419 -0.956776 -0.2424 0.1299 0.0330 -0.001
C -2.515756 -2.293265 0.443009 -0.2597 0.4316 -0.4457 -0.007
C -3.668392 -2.736063 1.098593 0.1064 -0.0110 -0.7175 -0.004
C -4.819391 -3.050338 0.357961 -0.1797 0.1391 -0.1622 0.000
C -4.846606 -2.917662 -1.033252 0.0898 -0.0474 -0.0087 -0.001
C -3.736335 -2.395076 -1.685182 -0.4807 -0.0376 -0.1244 -0.001
C -0.223973 0.999673 3.330903 0.0454 -0.3510 0.2647 0.025
C -1.109254 1.497974 4.285405 -0.0148 -0.3322 0.3808 0.001
C -1.285505 0.798665 5.480751 0.1031 -0.0699 0.0333 -0.002
C -0.585708 -0.389236 5.721205 -0.0225 0.1417 -0.2994 0.007
C 0.306830 -0.875278 4.758501 -0.0044 0.0188 0.2115 0.010
C 0.517868 -0.173042 3.580423 -0.3864 0.2316 -0.0313 0.031
H -0.427316 -3.852871 -1.801838 0.3256 0.1978 -0.4351 0.000
H 0.854635 -5.207113 -3.451744 -0.2435 0.2686 -0.1870 0.000
H 1.176056 -4.340487 -5.773149 -0.0637 -0.0604 -0.0101 0.000
H 0.292772 -2.092896 -6.417991 -0.0077 -0.3001 0.1706 0.000
H -0.909361 -0.711375 -4.734668 0.3578 -0.4012 -0.1033 0.003
H -3.941649 0.220636 -1.990359 0.1605 0.4565 -0.0817 -0.002
H -4.569454 2.574501 -2.514619 0.3399 0.0902 -0.0073 0.006
H -2.824843 4.204338 -3.198983 0.1581 -0.3540 -0.1264 -0.002
H -0.476234 3.462048 -3.546364 -0.3121 -0.2314 0.1124 0.003
H 0.178423 1.090311 -3.174819 -0.8563 0.2756 0.0709 0.043
H -1.585934 -2.155663 1.010148 -0.3782 0.2153 -0.3401 0.000
H -3.688334 -2.817146 2.178358 0.1390 -0.2036 -0.0798 0.000
H -5.726606 -3.388038 0.866609 0.4028 0.0680 -0.0971 0.000
H -5.714608 -3.181840 -1.633486 0.0544 -0.0199 0.3578 0.000
H -3.738906 -2.216996 -2.773414 -0.2119 -0.2127 0.5175 -0.001
H -1.655560 2.423658 4.100868 0.0749 -0.2605 0.0629 0.000
H -1.975681 1.186051 6.224975 0.1277 -0.0829 -0.0769 0.000
H -0.727716 -0.938327 6.653912 -0.0033 0.2056 -0.2993 0.000
H 0.847876 -1.806502 4.925309 -0.1124 0.2693 0.0557 0.001
H 1.252764 -0.544028 2.863440 -0.2612 0.1352 0.0743 -0.027
H 1.407040 3.542882 -0.146942 0.2306 -0.0968 0.3629 -0.006
H 3.473849 4.840308 0.054987 -0.0366 0.0171 0.2097 0.000
H 4.513469 5.257974 2.277954 -0.3224 -0.1582 0.0322 0.000
H 3.389134 4.399569 4.326940 -0.1022 -0.0456 -0.1760 0.000
H 1.346509 3.010165 4.149128 0.2403 -0.0479 -0.2127 0.001
H -0.806092 4.511019 0.779061 -0.1883 -0.1265 -0.0920 0.010
H -2.982395 5.392239 0.009015 0.0772 0.0324 0.2060 0.000
H -5.063901 4.076479 0.298444 0.3746 -0.1644 0.1364 0.002
H -4.909198 1.771883 1.217096 0.1852 0.0973 0.1939 -0.001
H -2.748486 0.832651 1.943163 0.0174 0.2330 -0.1180 0.026
H 0.806197 0.779203 1.232777 0.5130 -0.5095 0.7583 0.370
H -0.600682 -0.808154 -0.915260 -0.5276 -1.0087 -0.1690 -0.203
O 7.834283 -2.783825 -0.166835 -2.3767 -0.9924 -0.2485 0.000
N 6.840093 -3.517300 -0.348789 3.1458 -1.5521 -0.1041 0.000
O 6.940200 -4.725050 -0.653723 -0.7075 2.3406 0.5852 0.000
C 5.513735 -2.958129 -0.221485 -0.7710 1.3917 -0.0119 -0.001
C 5.378399 -1.584834 0.037871 0.0563 -0.8459 -0.1247 0.007
C 4.123125 -0.988002 -0.089755 -0.3985 -1.0748 -0.1961 -0.043
C 3.005335 -1.796787 -0.472925 -1.9865 1.0069 -0.2603 0.020
O 1.846834 -1.275014 -0.811879 1.9021 -1.5116 0.1503 0.088
C 3.139830 -3.204540 -0.491181 0.6574 0.5354 0.4969 -0.017
C 4.397339 -3.772481 -0.435770 -0.3074 -0.0938 -0.0799 0.001
N 1.913663 -4.016766 -0.502144 -0.8906 -1.3105 -0.2342 -0.001
O 1.964015 -5.097943 -1.127451 -0.2846 2.3081 1.4073 0.000
O 0.924901 -3.595302 0.139410 1.9639 -0.9901 -1.3036 0.001
N 3.991718 0.406719 0.189414 0.5231 2.4448 0.0851 -0.020
O 4.956197 0.979081 0.710906 -2.6490 -0.9718 -1.1780 0.043
O 2.894357 1.080371 -0.151603 4.0055 -1.7355 1.2371 0.065
H 6.232634 -0.988677 0.316619 0.1840 -0.0404 -0.1208 0.000
H 4.509456 -4.836570 -0.570427 0.1381 -0.1594 0.0425 0.000



- What is the multiplicity in the second record?
  6



- Among the records above, which one has the highest multiplicity?
  C42H34DyN3O7P2



- Among the records above, which one has the lowest multiplicity?
  C23H42O13S3